This record from the Open Molecules 2025 dataset describes the molecule C2H5N3. The level of theory is ωB97M-V/def2-TZVPD.

Properties
Structure (SMILES): [H]/N=C/NN=C
Energy above the lowest of the compared OMol25 structures with the same formula, charge and spin (kJ/mol): 314.8
E_LUMO (eV): 0.823
Kohn-Sham gap (eV): 10.061
F_max (hartree/bohr): 0.1521

XYZ file:
```
10
Properties=species:S:1:pos:R:3:forces:R:3
H 2.855574 -0.596134 0.155880 -1.97 -2.67 -1.10
N 1.851653 -1.007859 -0.208833 2.49 6.60 3.39
C 1.340744 0.221105 0.090306 1.29 -2.09 -3.21
N 0.078184 0.530481 -0.415746 0.39 -2.14 1.49
N -0.752934 -0.629242 -0.152717 2.69 1.82 -1.62
C -1.945779 -0.394442 -0.049199 -6.02 -0.79 2.39
H 1.899735 1.185424 0.382230 -0.53 -1.72 -0.10
H -0.200462 1.447444 -0.130466 -1.10 0.38 0.38
H -2.525143 0.619886 0.161890 1.45 -1.77 -0.99
H -2.601571 -1.376667 0.166659 1.30 2.37 -0.63
```
Positions in Å, forces in eV/Å.

The natural (NBO) scheme yields these atomic charges, measured in e: 0.321 -0.596 0.206 -0.484 -0.216 -0.096 0.161 0.355 0.160 0.189

***

This record from the Open Molecules 2025 dataset describes a structure of composition C2H4I2. The level of theory is ωB97M-V/def2-TZVPD.

Properties
Energy above the lowest of the compared OMol25 structures with the same formula, charge and spin (kJ/mol): 219.4
E_LUMO (eV): -0.279
Kohn-Sham gap (eV): 9.057
F_max (hartree/bohr): 0.0728

XYZ file:
```
8
Properties=species:S:1:pos:R:3:forces:R:3
C 0.063432 0.075392 0.390325 -1.29 0.14 0.02
C -1.615382 -0.061585 -0.734694 3.31 -0.75 1.58
I -2.394044 1.918515 -0.726083 0.04 -0.73 -0.10
I -2.696055 -1.665905 0.187152 -0.12 0.50 0.15
H 0.609877 -0.927403 0.613482 -1.32 1.52 -0.92
H 0.853990 0.860626 -0.018846 -2.14 -1.54 0.73
H -0.460116 0.386975 1.398196 1.18 -0.29 -2.16
H -1.485927 -0.529483 -1.738175 0.34 1.17 0.70
```
Positions in Å, forces in eV/Å.

The natural (NBO) scheme yields these atomic charges, measured in e: -0.593 -0.608 0.187 0.141 0.219 0.224 0.217 0.213

***

This record from the Open Molecules 2025 dataset describes a cluster of 2 separate species, C17H27N3O3 in total. The level of theory is ωB97M-V/def2-TZVPD.

Properties
Energy above the lowest of the compared OMol25 structures with the same formula, charge and spin (kJ/mol): 459.1
E_LUMO (eV): -0.964
Kohn-Sham gap (eV): 4.994
F_max (hartree/bohr): 0.0547

XYZ file:
```
50
Properties=species:S:1:pos:R:3:forces:R:3
C 3.270871 0.120247 0.597324 0.14 0.06 0.32
C 2.762060 0.305732 -0.819208 -0.59 0.34 -0.22
C 3.262820 1.564695 -1.493927 0.62 0.22 -0.16
N 1.300210 0.417423 -0.825988 -0.88 -0.54 0.16
N 0.740587 1.611859 -0.793561 -2.56 0.53 0.42
N -0.593664 1.366083 -0.715661 2.80 0.16 -0.11
C -1.431516 2.591805 -0.585343 0.56 -0.40 -0.15
C -1.141718 3.435638 -1.805191 -0.07 0.47 -0.33
C -1.016280 3.289493 0.691406 0.02 0.35 0.36
C -0.872825 0.043239 -0.712909 -0.76 0.23 0.03
C -2.313706 -0.468699 -0.656143 0.62 0.18 0.00
C -2.292427 -1.994446 -0.727340 -0.11 -0.26 0.00
C -3.090880 0.071200 -1.866766 -0.20 -0.01 -0.17
C -2.958401 -0.037045 0.669751 -0.19 -0.01 0.17
C 0.379162 -0.624503 -0.779687 1.00 -0.79 -0.04
C 0.828164 -1.932555 -0.801630 -0.15 0.10 0.18
H 4.361354 0.018081 0.604951 -0.16 0.00 -0.04
H 3.007479 0.993749 1.206860 0.03 -0.15 -0.09
H 2.844548 -0.773819 1.062238 0.01 0.11 -0.08
H 2.993317 -0.575780 -1.420430 0.01 0.08 -0.06
H 4.355813 1.568736 -1.536055 -0.11 -0.02 0.04
H 2.878441 1.620180 -2.515745 0.05 0.04 0.10
H 2.918032 2.450593 -0.951492 0.22 -0.17 -0.11
H -2.474560 2.280039 -0.548201 0.30 0.10 -0.02
H -1.724114 4.361791 -1.782680 0.03 -0.11 0.04
H -0.076078 3.693110 -1.808521 -0.29 -0.04 -0.11
H -1.384243 2.901356 -2.728734 0.07 0.04 0.11
H -1.589081 4.213049 0.826088 0.02 -0.14 -0.04
H -1.176941 2.655073 1.568773 0.06 0.06 -0.12
H 0.047431 3.549193 0.625025 -0.29 -0.07 0.11
H -1.722481 -2.415081 0.110557 -0.14 0.09 -0.19
H -3.312282 -2.403762 -0.689395 0.19 0.20 -0.01
H -1.825712 -2.325087 -1.662109 -0.11 0.01 0.19
H -3.147533 1.164870 -1.884014 -0.03 -0.28 -0.05
H -2.607670 -0.247589 -2.799491 -0.12 0.03 0.20
H -4.120815 -0.308363 -1.861035 0.17 0.01 0.00
H -3.010383 1.051854 0.780181 -0.02 -0.28 0.04
H -3.984605 -0.421459 0.741247 0.18 0.02 -0.02
H -2.380818 -0.426702 1.518902 -0.13 0.05 -0.19
H 0.139418 -2.749259 -0.912939 0.24 -0.11 0.01
H 1.901626 -2.100261 -0.772427 -0.40 -0.25 -0.09
C 0.747620 -3.589857 2.189172 -1.01 0.77 0.45
C 0.460416 -2.628873 3.093528 -0.47 -0.84 -0.70
C 1.698609 -2.211637 3.760567 1.52 0.36 0.43
O 1.950841 -1.363775 4.582068 -0.64 -1.24 -1.15
O 2.717846 -3.018212 3.214006 -0.10 0.08 -0.06
C 2.190603 -3.853315 2.212196 1.90 -0.09 -0.16
O 2.909493 -4.566306 1.550677 -1.44 1.03 1.10
H 0.081795 -4.112484 1.514777 0.07 0.14 0.12
H -0.499817 -2.190209 3.336310 0.14 -0.09 -0.11
```
Positions in Å, forces in eV/Å.

The natural (NBO) scheme yields these atomic charges, measured in e: -0.615 -0.043 -0.612 -0.175 -0.124 -0.103 -0.041 -0.617 -0.617 0.069 -0.063 -0.595 -0.603 -0.601 0.144 -0.774 0.220 0.212 0.223 0.220 0.214 0.219 0.226 0.219 0.215 0.234 0.219 0.216 0.219 0.233 0.214 0.209 0.223 0.198 0.221 0.212 0.199 0.212 0.213 0.204 0.202 -0.221 -0.271 0.744 -0.502 -0.515 0.742 -0.493 0.250 0.241

***

This record from the Open Molecules 2025 dataset describes a cluster of 2 separate species, C4H12O in total. The level of theory is ωB97M-V/def2-TZVPD.

Properties
Structure (SMILES): CCO.CC
Energy above the lowest of the compared OMol25 structures with the same formula, charge and spin (kJ/mol): 96.4
E_LUMO (eV): 0.914
Kohn-Sham gap (eV): 11.101
F_max (hartree/bohr): 0.0451

XYZ file:
```
17
Properties=species:S:1:pos:R:3:forces:R:3
C -2.015368 0.785579 -0.284506 0.17 -1.75 -1.19
C -2.136819 0.693032 -1.875402 -0.13 0.57 2.24
O -0.967275 0.199192 -2.484013 0.14 0.49 0.06
H -2.116255 -0.284308 -0.068057 0.55 0.23 0.91
H -2.791963 1.288301 0.281230 -0.41 0.28 -0.51
H -1.062541 1.201708 0.065899 -0.04 -0.26 -0.31
H -2.836827 -0.087421 -2.128032 -0.79 0.30 0.02
H -2.470564 1.695719 -2.128752 0.12 0.02 -1.18
H -0.243232 0.760991 -2.210353 0.40 0.12 -0.04
C 1.360623 -1.115092 1.558929 1.96 -0.58 -0.49
C 2.692367 -0.473585 1.128615 0.49 1.02 0.21
H 0.503881 -0.509001 1.301187 -0.18 -0.04 -0.04
H 1.364605 -2.103145 1.083120 -0.74 0.16 0.20
H 1.472024 -1.236175 2.627869 -0.59 -0.23 0.31
H 3.598590 -1.086815 1.189234 -0.52 -0.55 0.04
H 2.942079 0.334965 1.828533 -0.19 0.21 -0.33
H 2.706676 -0.063938 0.114497 -0.25 0.00 0.09
```
Positions in Å, forces in eV/Å.

The natural (NBO) scheme yields these atomic charges, measured in e: -0.654 -0.055 -0.704 0.211 0.214 0.200 0.178 0.152 0.460 -0.609 -0.607 0.208 0.206 0.203 0.205 0.195 0.198